Below is a molecular structure, C27H29AlNOPS2, with properties calculated with ωB97M-V with the def2-TZVPD basis set.

The geometry in XYZ format:
```
62
C27H29AlNOPS2 ωB97M-V with the def2-TZVPD basis set
Al 0.450 -0.528 -0.633
C 0.893 2.651 -0.218
C -0.336 2.271 -0.992
C -1.221 3.266 -1.423
C -2.317 2.925 -2.161
C -2.580 1.577 -2.478
C -3.717 1.174 -3.215
C -3.929 -0.151 -3.449
C -3.029 -1.119 -2.954
C -1.912 -0.764 -2.241
S -0.824 -2.022 -1.607
C -1.674 0.612 -2.007
N -0.554 0.991 -1.283
H 0.694 3.508 0.423
H 1.695 2.932 -0.907
H 1.260 1.838 0.411
H -1.019 4.296 -1.165
H -3.004 3.690 -2.505
H -4.404 1.928 -3.584
H -4.796 -0.474 -4.010
H -3.221 -2.170 -3.138
O 2.134 -0.496 -1.146
S 3.075 -0.782 -2.342
C 4.248 0.587 -2.307
C 5.629 -0.069 -2.327
C 5.539 -1.243 -1.352
C 4.265 -2.001 -1.728
H 4.048 1.092 -1.361
H 4.031 1.250 -3.143
H 6.389 0.656 -2.045
H 5.871 -0.421 -3.332
H 5.475 -0.882 -0.325
H 6.402 -1.902 -1.420
H 3.771 -2.535 -0.916
H 4.415 -2.693 -2.558
C 1.407 -0.140 2.897
P 0.045 -0.444 1.747
C -0.659 -2.036 2.205
C -1.783 -2.151 3.016
C -2.245 -3.412 3.369
C -1.590 -4.549 2.918
C -0.465 -4.437 2.107
C -0.006 -3.183 1.747
C -1.175 0.855 1.959
C -2.394 0.731 1.283
C -3.334 1.744 1.366
C -3.062 2.884 2.117
C -1.852 3.011 2.785
C -0.903 1.999 2.705
H 1.000 -0.079 3.905
H 1.947 0.776 2.658
H 2.095 -0.983 2.843
H -2.295 -1.269 3.381
H -3.119 -3.505 4.002
H -1.958 -5.528 3.196
H 0.042 -5.326 1.755
H 0.869 -3.101 1.108
H -2.614 -0.162 0.705
H -4.284 1.640 0.856
H -3.802 3.670 2.191
H -1.648 3.893 3.379
H 0.034 2.108 3.238
```

## Properties
Energy in eV: -69554.9280
LUMO in Ha: -0.21565
Kohn-Sham gap in eV: 7.70
Energy relative to the best compared isomer or geometry (same formula, charge and spin) in kJ/mol: 9.33
Net charge: +2
2S+1: 1
HOMO level in Ha: -0.4988

natural (NBO) population analysis, charges in e, atoms 1 to 8: Al 1.565; C -0.653; C 0.324; C -0.271; C -0.033; C -0.115; C -0.176; C -0.160

Below is a molecular structure, C27H29BBrN6O4S3Y at a distorted geometry, with properties calculated with ωB97M-V with the def2-TZVPD basis set.

The geometry in XYZ format:
```
72
C27H29BBrN6O4S3Y ωB97M-V with the def2-TZVPD basis set
Y -0.056 0.302 0.174
C -3.416 -3.305 -0.796
N -2.388 -3.590 0.190
C -1.773 -4.822 0.354
C -0.854 -4.657 1.322
N -0.901 -3.344 1.746
B 0.049 -2.741 2.811
N 1.509 -2.531 2.201
C 2.617 -2.572 3.022
C 3.710 -2.286 2.285
N 3.266 -2.067 0.997
C 4.089 -1.680 -0.143
C 1.920 -2.215 0.957
S 1.021 -2.073 -0.516
C -1.841 -2.688 1.040
S -2.318 -1.028 1.124
H -4.074 -4.167 -0.887
H -2.967 -3.091 -1.767
H -3.984 -2.439 -0.470
H -2.051 -5.683 -0.229
H -0.161 -5.361 1.751
H -0.392 -1.685 3.157
H 0.177 -3.531 3.727
H 2.525 -2.795 4.072
H 4.752 -2.227 2.552
H 5.114 -1.567 0.205
H 3.735 -0.739 -0.553
H 4.046 -2.443 -0.917
O -3.455 5.346 -1.886
C -2.980 4.248 -1.266
C -2.372 4.287 -0.015
C -1.890 3.112 0.506
N -1.997 1.925 -0.108
C -2.630 1.911 -1.282
Br -2.912 0.245 -2.128
C -3.122 3.031 -1.918
H -3.301 6.126 -1.340
H -2.250 5.219 0.525
H -1.370 3.103 1.458
H -3.615 2.969 -2.877
C 1.487 2.375 -3.464
S 1.128 1.716 -1.878
O 2.300 1.086 -1.312
O 0.060 0.696 -2.062
O 0.593 2.786 -1.041
H 1.510 1.549 -4.173
H 2.454 2.873 -3.412
H 0.694 3.080 -3.710
N 0.873 0.846 1.939
C 1.905 1.268 2.539
C 3.092 1.851 1.818
C 4.342 1.250 1.915
C 5.425 1.762 1.214
C 5.272 2.899 0.427
C 4.030 3.514 0.347
C 2.945 2.987 1.035
C 2.020 1.248 4.047
C 1.173 0.411 4.773
C 1.231 0.381 6.157
C 2.126 1.203 6.838
C 2.963 2.049 6.124
C 2.916 2.065 4.734
H 4.464 0.381 2.552
H 6.393 1.280 1.285
H 6.118 3.302 -0.116
H 3.899 4.402 -0.260
H 1.968 3.445 0.940
H 0.469 -0.206 4.229
H 0.573 -0.281 6.710
H 2.166 1.185 7.921
H 3.656 2.696 6.649
H 3.578 2.721 4.182
```

## Properties
Energy in eV: -149874.4770
LUMO in Ha: 0.00996
Kohn-Sham gap in eV: 7.81
Energy relative to the best compared isomer or geometry (same formula, charge and spin) in kJ/mol: 71.41
2S+1: 1
HOMO level in Ha: -0.2771

Mulliken population analysis, charges in e, atoms 1 to 8: Y 0.605; C -0.997; N 0.227; C -0.499; C -0.641; N -0.050; B 0.792; N 0.380

Question: The highest energy relative to the best compared isomer or geometry (same formula, charge and spin) belongs to which entry?
Answer: C27H29BBrN6O4S3Y

Question: Which value of energy relative to the best compared isomer or geometry (same formula, charge and spin) does entry 1 give?
Answer: 9.33 kJ/mol

What did the first record say?
Below is a molecular structure, C27H29AlNOPS2, with properties calculated with ωB97M-V with the def2-TZVPD basis set.

The geometry in XYZ format:
```
62
C27H29AlNOPS2 ωB97M-V with the def2-TZVPD basis set
Al 0.450 -0.528 -0.633
C 0.893 2.651 -0.218
C -0.336 2.271 -0.992
C -1.221 3.266 -1.423
C -2.317 2.925 -2.161
C -2.580 1.577 -2.478
C -3.717 1.174 -3.215
C -3.929 -0.151 -3.449
C -3.029 -1.119 -2.954
C -1.912 -0.764 -2.241
S -0.824 -2.022 -1.607
C -1.674 0.612 -2.007
N -0.554 0.991 -1.283
H 0.694 3.508 0.423
H 1.695 2.932 -0.907
H 1.260 1.838 0.411
H -1.019 4.296 -1.165
H -3.004 3.690 -2.505
H -4.404 1.928 -3.584
H -4.796 -0.474 -4.010
H -3.221 -2.170 -3.138
O 2.134 -0.496 -1.146
S 3.075 -0.782 -2.342
C 4.248 0.587 -2.307
C 5.629 -0.069 -2.327
C 5.539 -1.243 -1.352
C 4.265 -2.001 -1.728
H 4.048 1.092 -1.361
H 4.031 1.250 -3.143
H 6.389 0.656 -2.045
H 5.871 -0.421 -3.332
H 5.475 -0.882 -0.325
H 6.402 -1.902 -1.420
H 3.771 -2.535 -0.916
H 4.415 -2.693 -2.558
C 1.407 -0.140 2.897
P 0.045 -0.444 1.747
C -0.659 -2.036 2.205
C -1.783 -2.151 3.016
C -2.245 -3.412 3.369
C -1.590 -4.549 2.918
C -0.465 -4.437 2.107
C -0.006 -3.183 1.747
C -1.175 0.855 1.959
C -2.394 0.731 1.283
C -3.334 1.744 1.366
C -3.062 2.884 2.117
C -1.852 3.011 2.785
C -0.903 1.999 2.705
H 1.000 -0.079 3.905
H 1.947 0.776 2.658
H 2.095 -0.983 2.843
H -2.295 -1.269 3.381
H -3.119 -3.505 4.002
H -1.958 -5.528 3.196
H 0.042 -5.326 1.755
H 0.869 -3.101 1.108
H -2.614 -0.162 0.705
H -4.284 1.640 0.856
H -3.802 3.670 2.191
H -1.648 3.893 3.379
H 0.034 2.108 3.238
```

## Properties
Energy in eV: -69554.9280
LUMO in Ha: -0.21565
Kohn-Sham gap in eV: 7.70
Energy relative to the best compared isomer or geometry (same formula, charge and spin) in kJ/mol: 9.33
Net charge: +2
2S+1: 1
HOMO level in Ha: -0.4988

natural (NBO) population analysis, charges in e, atoms 1 to 8: Al 1.565; C -0.653; C 0.324; C -0.271; C -0.033; C -0.115; C -0.176; C -0.160